The following is a quantum chemistry calculation of a molecular structure, C23H30BrNNiO7 in a non-equilibrium geometry, from the Open Molecules 2025 dataset.

Properties
2S+1 = 3
Lowest unoccupied orbital energy (spin up / spin down) = 0.52 / 0.52 eV
HOMO-LUMO gap (spin up / spin down) = 9.03 / 9.04 eV
E_HOMO (spin up / spin down) = -8.51 / -8.52 eV

Last column: Mulliken charge in e.
Geometry (Å):
1 Ni -1.50 -17.57 9.68  0.3214
2 C 0.41 -15.23 11.18  -0.8554
3 O 0.44 -16.43 10.36  0.2260
4 C 1.69 -16.87 9.91  -0.6787
5 C 2.15 -16.33 8.61  -0.3969
6 O 2.14 -14.94 8.70  -0.3705
7 C 2.86 -14.44 7.58  -0.7821
8 H -0.10 -15.49 12.16  0.1999
9 H -0.23 -14.52 10.71  0.1714
10 H 1.46 -14.88 11.28  0.3597
11 H 1.58 -17.94 9.73  0.2093
12 H 2.44 -16.68 10.70  0.3439
13 H 1.53 -16.65 7.82  0.3258
14 H 3.14 -16.82 8.37  0.4263
15 H 2.27 -13.63 7.01  0.1845
16 H 3.16 -15.23 6.92  0.3681
17 H 3.76 -13.94 7.91  0.2963
18 Br -1.05 -19.95 16.88  -0.1902
19 C -0.12 -20.00 15.25  0.0665
20 C 1.03 -20.70 15.10  -0.3683
21 C 1.53 -20.91 13.80  -0.5413
22 C 0.95 -20.35 12.73  -0.5019
23 C -0.18 -19.53 12.89  0.0857
24 C -0.76 -19.42 14.13  -0.3912
25 C -0.81 -18.84 11.76  1.2824
26 O -1.69 -17.93 11.93  -0.8137
27 O -0.47 -19.23 10.61  -0.8477
28 H 1.55 -21.21 15.88  0.4314
29 H 2.34 -21.60 13.63  0.3920
30 H 1.37 -20.45 11.75  0.4495
31 H -1.64 -18.84 14.30  0.5586
32 C -4.72 -19.76 7.93  -1.1734
33 C -3.44 -19.54 8.69  0.9364
34 N -2.66 -20.60 8.82  -0.2979
35 O -3.22 -18.42 9.18  -0.5457
36 H -5.50 -19.24 8.50  0.2942
37 H -4.94 -20.83 7.91  0.4356
38 H -4.66 -19.31 6.93  0.1971
39 H -3.02 -21.47 8.51  0.2238
40 H -1.89 -20.63 9.47  0.1664
41 C -0.10 -12.78 3.05  -1.4258
42 C -0.50 -13.60 4.26  0.8478
43 C -0.72 -13.04 5.51  -1.5197
44 C -0.82 -13.88 6.66  0.6726
45 C -0.56 -13.26 8.01  -1.0421
46 C -1.10 -15.25 6.56  0.3098
47 C -1.10 -15.75 5.22  1.4532
48 C -1.49 -17.18 4.96  -1.5367
49 C -0.83 -14.98 4.13  -0.9436
50 C -1.39 -16.13 7.71  1.4211
51 O -2.02 -15.73 8.76  -0.7817
52 O -0.92 -17.32 7.64  -0.8784
53 H -0.81 -12.89 2.23  0.3509
54 H 0.91 -12.95 2.79  0.3215
55 H -0.12 -11.70 3.31  0.3583
56 H -0.71 -11.99 5.63  0.3938
57 H -0.31 -12.20 7.99  0.3550
58 H 0.25 -13.74 8.52  -0.1186
59 H -1.47 -13.35 8.64  0.3576
60 H -0.73 -17.96 5.22  0.1780
61 H -1.65 -17.22 3.88  0.4514
62 H -2.47 -17.41 5.36  0.2180
63 H -0.89 -15.40 3.14  0.3609

The following is a quantum chemistry calculation of C23H30ClN5O2S in the gas phase, from the Open Molecules 2025 dataset.

Properties
SMILES = CSCC[C@H](NC(=O)Cc1ccc(Cl)cc1)C(=O)N1CCC2(CC1)NCCc1[nH]cnc12
2S+1 = 1
Lowest unoccupied orbital energy = 0.68 eV
HOMO-LUMO gap = 8.98 eV
E_HOMO = -8.30 eV

Last column: Mulliken charge in e.
Geometry (Å):
1 C 4.06 -0.06 -2.09  -0.8936
2 S 3.79 -0.21 -0.31  -0.0378
3 C 4.02 -2.00 -0.07  -0.8569
4 C 2.91 -2.85 -0.66  -1.1796
5 C 1.54 -2.40 -0.14  0.0232
6 N 0.54 -3.44 -0.29  -0.0147
7 C -0.38 -3.67 0.68  0.5295
8 O -0.23 -3.34 1.84  -0.6450
9 C -1.66 -4.31 0.15  -1.3735
10 C -2.35 -3.18 -0.57  0.3005
11 C -2.35 -3.10 -1.96  -0.3253
12 C -2.87 -1.99 -2.60  -0.7022
13 C -3.37 -0.94 -1.85  0.3546
14 Cl -3.98 0.47 -2.64  -0.2251
15 C -3.38 -1.00 -0.46  -0.3029
16 C -2.87 -2.12 0.16  -0.1888
17 C 1.01 -1.23 -1.01  0.1080
18 O 1.21 -1.27 -2.22  -0.7862
19 N 0.23 -0.31 -0.44  0.8067
20 C -0.07 -0.12 0.96  -0.4731
21 C 0.70 1.08 1.50  -1.0712
22 C 0.33 2.36 0.71  1.7319
23 C 0.54 2.08 -0.79  -1.3158
24 C -0.20 0.83 -1.23  -0.6015
25 N 1.18 3.50 1.05  -0.4689
26 C 0.89 4.17 2.30  -0.6867
27 C -0.45 4.92 2.18  -0.6989
28 C -1.41 3.93 1.64  -0.2261
29 N -2.78 3.95 1.71  -0.1052
30 C -3.21 2.81 1.11  -0.6414
31 N -2.22 2.08 0.68  -0.1864
32 C -1.09 2.77 1.00  -0.8092
33 H 4.14 1.00 -2.31  0.3714
34 H 4.99 -0.57 -2.35  0.3915
35 H 3.21 -0.49 -2.62  0.2061
36 H 4.99 -2.26 -0.50  0.5405
37 H 4.07 -2.13 1.01  0.4164
38 H 3.07 -3.89 -0.37  0.3320
39 H 2.91 -2.79 -1.75  0.3042
40 H 1.61 -2.15 0.92  0.6662
41 H 0.29 -3.65 -1.24  0.3888
42 H -1.44 -5.14 -0.53  0.3651
43 H -2.26 -4.66 0.99  0.3902
44 H -1.95 -3.91 -2.55  0.3904
45 H -2.87 -1.93 -3.68  0.4372
46 H -3.75 -0.17 0.11  0.3236
47 H -2.85 -2.17 1.24  0.3528
48 H 0.14 -1.01 1.54  0.5206
49 H -1.14 0.09 1.03  0.0653
50 H 0.47 1.21 2.56  0.4395
51 H 1.77 0.91 1.40  0.1480
52 H 0.21 2.94 -1.36  0.3412
53 H 1.61 1.94 -0.96  0.4195
54 H 0.00 0.61 -2.28  0.5591
55 H -1.28 0.96 -1.08  0.0434
56 H 2.15 3.21 1.02  0.3802
57 H 1.69 4.89 2.50  0.4896
58 H 0.83 3.48 3.16  0.2572
59 H -0.77 5.31 3.15  0.4182
60 H -0.34 5.75 1.48  0.2790
61 H -3.34 4.67 2.12  0.2052
62 H -4.25 2.56 1.01  0.5191

The following is a quantum chemistry calculation of a molecular structure, C23H30CuNP in a non-equilibrium geometry, from the Open Molecules 2025 dataset.

Properties
2S+1 = 2
Lowest unoccupied orbital energy (spin up / spin down) = 0.55 / 0.12 eV
HOMO-LUMO gap (spin up / spin down) = 7.18 / 7.50 eV
E_HOMO (spin up / spin down) = -6.63 / -7.38 eV

Last column: Mulliken charge in e.
Geometry (Å):
1 C 0.66 2.74 -2.95  -0.7899
2 C -0.62 2.30 -2.69  -0.8786
3 C -0.86 1.20 -1.84  1.0916
4 C 0.22 0.61 -1.20  -0.3666
5 C 1.51 1.03 -1.48  1.4549
6 C 1.75 2.12 -2.34  -0.7587
7 C -2.27 0.70 -1.71  -1.1636
8 C -2.51 -0.73 -1.22  -1.4533
9 N -1.55 -1.79 -1.65  0.0367
10 Cu -0.14 -0.77 0.20  -0.9275
11 C 2.65 0.28 -0.83  -1.3301
12 P 1.99 -1.37 -0.35  1.0802
13 H -1.48 2.78 -3.17  0.4331
14 H 2.77 2.44 -2.48  0.4698
15 H 0.85 3.58 -3.63  0.3475
16 H 2.99 0.78 0.09  0.5325
17 H 3.53 0.15 -1.49  0.6151
18 H -2.82 1.35 -1.01  0.5949
19 H -2.81 0.75 -2.66  0.4458
20 H -2.46 -0.80 -0.13  0.7527
21 C 3.29 -1.99 0.73  -1.1898
22 C 2.28 -2.28 -1.91  -1.3497
23 H -3.57 -0.97 -1.51  0.2100
24 C -1.11 -1.57 -3.05  -1.0172
25 C -2.31 -3.07 -1.64  -1.0100
26 H 0.30 -2.06 1.34  -0.0516
27 H -1.70 -2.15 -3.78  0.4794
28 H -1.22 -0.53 -3.37  0.3130
29 H -0.07 -1.85 -3.20  0.0919
30 H -2.54 -3.40 -2.66  0.3588
31 H -1.78 -3.90 -1.16  0.2975
32 H -3.27 -2.94 -1.15  0.3825
33 H 3.36 -2.40 -2.07  0.4216
34 H 1.81 -3.27 -1.82  0.4025
35 H 1.85 -1.77 -2.78  0.3943
36 H 4.26 -1.95 0.21  0.4075
37 H 3.35 -1.39 1.64  0.3334
38 H 3.07 -3.03 1.00  0.3882
39 H -0.43 -2.23 0.91  0.1490
40 C 1.47 2.14 4.72  -0.6033
41 C 2.09 1.38 3.69  -0.6370
42 C 1.32 0.80 2.69  0.7493
43 C -0.09 0.95 2.64  0.3372
44 C -0.96 0.39 1.67  0.2473
45 C -2.31 0.67 1.71  0.2681
46 C -2.90 1.47 2.73  -1.3583
47 C -2.09 1.97 3.72  -0.8253
48 C -0.69 1.75 3.69  0.7327
49 C 0.09 2.32 4.70  -0.7396
50 H 2.06 2.60 5.51  0.3621
51 H 3.18 1.26 3.72  0.3809
52 H 1.84 0.21 1.91  -0.5755
53 H -3.05 0.32 0.99  0.4055
54 H -3.98 1.65 2.69  0.3814
55 H -2.50 2.57 4.52  0.3343
56 H -0.43 2.90 5.46  0.3420

The following is a quantum chemistry calculation of a molecular structure, C23H30F2N3PtS3, from the Open Molecules 2025 dataset.

Properties
Charge = +1
2S+1 = 1
Lowest unoccupied orbital energy = -4.21 eV
HOMO-LUMO gap = 6.50 eV
E_HOMO = -10.71 eV

Last column: Mulliken charge in e.
Geometry (Å):
1 Pt -0.85 0.76 0.27  0.2466
2 F 3.17 4.11 -0.49  -0.2992
3 C 1.87 3.94 -0.25  0.3549
4 C 1.37 2.65 -0.20  -0.4912
5 C 0.03 2.49 0.04  0.4640
6 C -0.82 3.59 0.22  -0.2872
7 C -0.26 4.86 0.17  0.4362
8 F -1.05 5.93 0.36  -0.3109
9 C 1.08 5.07 -0.07  -0.9350
10 C -2.20 3.25 0.53  0.7131
11 C -3.30 4.10 0.52  -0.6752
12 C -4.55 3.60 0.83  -0.4236
13 C -4.68 2.26 1.18  -0.8038
14 C -3.57 1.46 1.15  0.0514
15 N -2.35 1.93 0.83  -0.1495
16 H 2.05 1.82 -0.38  0.5355
17 H 1.50 6.06 -0.10  0.5095
18 H -3.17 5.13 0.25  0.4940
19 H -5.41 4.25 0.82  0.4579
20 H -5.64 1.83 1.46  0.4477
21 H -3.62 0.42 1.43  0.3609
22 C 5.13 -2.41 -1.36  -0.7100
23 C 4.73 -1.06 -0.76  -0.7972
24 S 2.94 -0.76 -0.76  -0.1291
25 C 2.53 -0.71 1.00  0.0047
26 C 2.58 -2.04 1.74  -0.8808
27 S 1.31 -3.21 1.19  0.0018
28 C 2.24 -4.60 0.48  -0.8856
29 C 3.06 -4.31 -0.77  -0.5432
30 S 4.78 -3.86 -0.33  -0.1450
31 H 6.21 -2.42 -1.49  0.4304
32 H 4.69 -2.55 -2.35  0.3535
33 H 5.19 -0.25 -1.33  0.4788
34 H 5.09 -0.99 0.27  0.3754
35 H 1.51 -0.30 1.03  -0.4093
36 H 3.17 0.02 1.51  0.5293
37 H 2.43 -1.86 2.80  0.5481
38 H 3.55 -2.51 1.60  0.3053
39 H 1.46 -5.33 0.25  0.3628
40 H 2.85 -5.04 1.27  0.4916
41 H 2.62 -3.49 -1.33  0.2452
42 H 3.10 -5.20 -1.40  0.5216
43 C -2.84 -0.84 -1.56  -0.3275
44 C -4.17 -1.58 -1.31  -0.8181
45 N -3.93 -2.76 -0.49  -0.1272
46 C -3.40 -2.36 0.80  -1.1174
47 C -2.01 -1.68 0.60  0.3328
48 N -1.73 -1.51 -0.84  -0.2223
49 C -1.62 -2.87 -1.41  -0.1225
50 C -2.97 -3.63 -1.17  -0.7116
51 H -2.91 0.21 -1.26  0.0515
52 H -2.56 -0.85 -2.61  0.5388
53 H -4.64 -1.89 -2.24  0.3177
54 H -4.89 -0.94 -0.79  0.3712
55 H -3.28 -3.25 1.41  0.4565
56 H -4.12 -1.72 1.30  0.2525
57 H -1.22 -2.31 1.01  -0.2624
58 H -1.92 -0.71 1.16  0.6094
59 H -0.79 -3.37 -0.92  -0.2012
60 H -1.38 -2.77 -2.46  0.4521
61 H -2.81 -4.51 -0.56  0.3995
62 H -3.41 -3.95 -2.11  0.2837

Energy above the lowest of the compared OMol25 structures with the same formula, charge and spin / kcal per mole: 0.00; 0.00; 0.00; 71.08